This record from the OMol25 dataset describes a cluster of 3 separate species, C2H9NS in total at a distorted geometry. The level of theory is ωB97M-V/def2-TZVPD.

Geometry as XYZ:
```
13
Properties=species:S:1:pos:R:3
H -0.3451 0.3671 -3.0277
H -0.6174 1.0616 -2.9664
C 1.8929 1.1663 0.5587
C 0.7714 0.5135 -0.1086
S 0.7451 0.2324 1.6856
H 2.8664 0.7036 0.6259
H 1.9031 2.2017 0.8534
H 0.8755 -0.3387 -0.7676
H -0.0437 1.1279 -0.4690
N -2.1595 -1.9854 0.9877
H -1.6321 -1.5719 1.7481
H -2.7961 -1.3037 0.6055
H -1.4605 -2.1743 0.2742
```

Summary:
Spin multiplicity ... 1
Total charge ... 0
LUMO ... 1.0 eV
E_HOMO ... -8.9 eV
Kohn-Sham gap ... 9.9 eV
SMILES ... [H][H].C1CS1.N